107
Properties=species:S:1:pos:R:3:forces:R:3:lowdin_spin:R:1 method="wB97M-V/def2-TZVPD" relative_energy_kcal_mol=55.5 e_homo_ha="-0.44449 / -0.47027" e_tot_ev=-79216.686 spin_multiplicity=4 charge=+1
H 15.746 -2.724 3.469 0.00 0.17 -0.18 0.0000
H 16.682 -5.273 -0.230 0.23 -0.16 -0.27 0.0000
H 22.154 -4.586 10.222 0.33 0.23 0.07 -0.0003
H 17.385 -3.623 1.944 0.47 0.09 -0.21 0.0000
H 16.295 -13.931 6.703 0.46 -0.12 -0.11 0.0000
H 18.014 -5.506 7.612 0.04 -0.35 0.45 -0.0012
H 17.549 -3.308 10.693 0.31 0.01 -0.16 0.0006
H 18.893 -8.213 1.434 0.16 -0.22 -0.05 0.0000
C 23.754 -9.767 6.245 0.03 0.19 0.18 0.0000
C 18.142 -0.522 10.555 0.48 0.67 -0.11 0.0001
C 23.918 -4.290 8.318 1.92 -0.38 -1.87 -0.0037
H 17.870 0.536 10.591 -0.16 -0.10 0.18 0.0000
N 18.558 -2.279 4.671 6.95 -1.12 2.45 0.0090
H 24.918 -6.875 7.657 0.36 0.32 -0.15 0.0000
H 21.435 -9.626 9.225 0.04 -0.12 -0.07 0.0000
H 15.799 -6.732 0.171 0.04 -0.29 -0.11 0.0000
H 17.576 -6.689 0.423 0.10 -0.09 -0.43 0.0000
H 24.245 -6.795 5.988 -0.27 0.07 0.26 0.0000
C 16.119 -1.831 3.980 0.78 -0.28 -0.24 0.0002
H 20.609 -6.718 7.417 -0.29 0.08 -0.16 -0.0015
H 16.196 -1.218 10.700 -0.53 -0.31 -0.33 0.0000
H 21.591 -10.933 11.128 -0.19 0.09 0.28 0.0000
H 16.349 -1.533 1.168 -0.22 0.17 0.05 0.0000
H 22.513 -5.901 8.022 0.15 0.13 -0.25 0.0007
C 15.966 -10.536 7.336 1.10 -0.51 0.19 0.0000
H 16.776 0.186 1.192 0.07 0.05 -0.11 0.0000
C 18.881 -5.181 2.161 0.11 0.44 -0.57 -0.0003
H 23.966 -3.202 8.256 -0.20 0.06 0.63 0.0001
H 16.532 -6.489 2.524 0.01 0.28 -0.08 -0.0001
C 16.652 -6.125 0.450 -0.26 0.90 0.33 0.0000
H 16.126 -9.934 8.232 -0.26 -0.04 0.03 0.0000
H 19.186 -8.625 9.470 -0.27 -0.23 0.11 0.0000
H 15.627 -12.713 5.681 0.28 0.08 -0.22 0.0000
C 20.334 -9.362 11.647 -0.11 -2.21 -0.74 0.0000
C 22.522 -4.802 8.049 0.86 -0.11 1.74 0.0010
C 25.062 -10.403 6.265 -10.88 5.21 -1.03 0.0000
C 16.453 -5.601 1.866 0.14 -1.52 0.56 -0.0001
Cr 20.533 -3.352 6.227 -1.03 -3.81 0.90 3.4254
C 17.238 -10.417 2.313 0.02 0.78 -0.24 0.0000
C 19.201 -6.126 5.880 -1.46 -3.77 1.61 -0.0531
C 17.516 -2.109 4.356 -6.49 0.98 -1.42 0.0017
C 20.787 -9.051 1.602 -4.09 -0.45 -0.13 0.0000
C 18.338 -3.073 8.750 0.52 0.07 -0.15 0.0161
H 22.707 -8.294 7.313 0.06 0.17 0.33 0.0000
N 20.111 -8.376 12.158 -0.29 1.87 0.94 0.0000
H 18.728 -6.667 5.031 0.76 0.54 -0.73 -0.0417
N 19.933 -5.626 2.012 -0.43 0.08 0.17 -0.0001
H 20.752 -4.927 9.211 0.41 -0.11 0.30 0.0003
H 15.413 -5.303 2.014 0.24 0.74 0.03 0.0000
H 20.692 -11.154 8.757 0.28 -0.31 0.51 0.0000
H 23.025 -10.470 6.639 -0.17 -0.32 -0.56 0.0000
O 19.510 -4.901 5.583 1.47 4.79 -1.62 -0.2865
H 15.064 -0.416 2.812 0.12 0.14 0.42 0.0000
H 24.172 -8.960 8.142 -0.48 0.02 0.26 0.0000
C 17.316 -2.801 9.752 -1.06 -0.38 0.17 0.0026
N 26.013 -10.890 6.338 11.13 -5.58 0.82 0.0000
H 16.766 -12.236 8.428 -0.11 0.11 0.11 0.0000
N 18.770 -12.200 5.692 -1.37 -0.21 0.40 0.0000
H 21.330 -3.364 9.110 0.86 0.24 0.51 0.0017
C 20.570 -10.594 10.899 1.48 -0.63 -0.30 0.0000
C 19.314 -9.564 8.923 0.74 0.22 0.20 0.0000
H 17.233 -11.163 1.527 -0.41 -0.19 -0.03 0.0000
H 15.035 -12.259 8.148 0.03 -0.73 -0.37 0.0000
H 19.200 -9.633 0.444 -0.21 -0.18 0.38 0.0000
C 21.719 -4.379 9.256 -2.78 -0.47 -0.71 -0.0032
H 15.520 -1.742 4.885 0.09 0.23 0.06 0.0001
C 17.960 -6.214 6.796 -0.74 0.07 -0.93 -0.0210
H 16.844 -10.341 6.701 -0.39 0.28 -0.03 0.0000
H 16.723 -10.734 3.213 -0.05 -0.42 0.01 0.0000
H 17.867 -1.057 1.856 -0.09 0.34 0.04 0.0000
H 16.380 0.274 3.727 0.46 0.20 -0.28 0.0000
H 17.083 -5.966 6.176 0.17 0.38 0.26 -0.0002
H 19.451 -9.265 7.883 -0.21 -0.34 -0.05 0.0000
H 21.273 -6.833 5.820 -0.32 0.14 -0.24 0.0002
H 18.377 -0.834 11.570 0.21 -0.07 -0.01 0.0000
C 19.339 -9.219 1.454 -0.46 0.07 0.05 0.0000
C 20.340 -6.972 6.378 1.28 -0.27 0.73 -0.0028
H 19.038 -0.519 9.926 0.03 -0.38 0.15 0.0001
H 16.753 -0.874 9.012 -0.50 -0.05 0.10 0.0000
H 18.681 -9.343 3.460 0.08 -0.22 0.27 -0.0003
H 15.052 -10.215 6.844 -0.04 -0.10 -0.11 0.0000
H 25.546 -7.883 6.282 0.24 0.25 0.48 0.0000
C 16.997 -1.321 9.977 0.96 0.46 -0.23 0.0007
H 16.725 -9.507 1.977 -0.18 -0.27 -0.20 0.0000
H 17.756 -7.253 7.046 0.31 -0.01 0.65 -0.0001
C 23.747 -8.603 7.201 0.71 0.97 0.09 0.0000
H 18.448 -10.215 9.029 -0.16 0.16 -0.05 0.0000
H 23.520 -9.393 5.252 -0.22 -0.42 -0.24 0.0000
C 17.533 -4.616 2.355 -0.38 -0.95 0.81 0.0001
C 16.819 -0.739 1.755 0.72 -0.38 0.52 0.0000
C 16.115 -0.573 3.102 -1.66 -0.45 -0.62 0.0001
H 24.636 -4.590 7.530 -0.56 0.04 -0.14 0.0002
H 20.138 -8.041 6.387 -0.30 -0.01 -0.21 0.0004
H 17.479 -4.569 3.454 -0.27 0.34 -0.24 0.0001
N 19.142 -3.293 7.959 0.06 0.84 -0.37 -0.0063
C 18.656 -10.032 2.614 1.48 0.72 -0.43 -0.0001
H 16.388 -3.269 9.389 0.29 -0.15 -0.01 0.0006
C 20.586 -10.290 9.415 -0.76 1.03 -1.20 0.0000
O 22.019 -4.291 6.866 -1.56 1.76 -1.44 -0.0389
C 17.694 -12.492 6.013 1.87 0.00 -0.72 0.0000
H 24.433 -4.727 9.174 -0.64 0.35 0.50 -0.0006
C 15.995 -12.056 7.673 0.05 1.80 0.86 0.0000
N 21.901 -8.949 1.648 3.96 0.38 0.35 0.0000
C 24.671 -7.436 6.765 -0.55 -0.94 -0.46 0.0000
H 19.959 -11.460 11.136 -0.57 0.40 0.35 0.0000
C 16.377 -12.872 6.463 -1.61 -0.47 -0.02 0.0000
H 19.300 -10.885 2.847 -0.24 0.02 0.13 0.0000

107
Properties=species:S:1:pos:R:3:forces:R:3:lowdin_charge:R:1 method="wB97M-V/def2-TZVPD" relative_energy_kcal_mol=36.9 e_homo_ha=-0.39646 e_tot_ev=-55742.953 spin_multiplicity=1 charge=+1
H -1.027 0.707 -1.823 0.08 0.01 0.04 0.1071
H 2.044 -1.719 1.595 0.00 0.39 0.24 0.1322
H -6.886 0.968 0.482 -0.06 -0.07 -0.05 0.1179
C 2.280 4.904 -1.547 -0.18 -0.06 -0.26 -0.1793
H -1.639 0.743 0.124 0.05 0.31 1.10 0.0738
H -12.564 -1.223 0.597 0.05 0.02 -0.01 0.1149
C -10.599 1.459 0.811 0.26 0.07 0.09 -0.2047
O 0.874 0.403 -1.040 0.37 -0.01 -0.21 -0.1887
H 0.831 -4.719 -5.314 0.00 -0.02 -0.08 0.1186
H 4.206 5.520 -2.406 -0.02 0.03 0.05 0.1169
H 1.651 5.202 0.511 -0.07 -0.10 0.02 0.1087
O 1.977 6.983 -0.456 0.12 -0.33 -0.11 -0.1314
H -9.996 1.472 1.725 -0.06 0.07 0.04 0.1162
H 2.887 -0.099 -1.173 -0.04 0.02 0.04 0.1042
H 1.530 -3.486 -6.384 0.00 0.06 0.11 0.1188
C -11.962 0.838 1.057 -0.26 0.20 -0.12 -0.1751
H 1.982 -1.309 -3.022 0.02 0.06 -0.09 0.1003
N 4.697 -0.368 2.620 -2.26 0.66 -0.10 0.1701
H 2.547 0.131 -3.878 -0.02 -0.01 0.05 0.1247
H 4.194 -4.320 3.201 -0.03 0.02 -0.12 0.1229
H 0.340 1.148 -3.729 -0.05 -0.05 0.00 0.1199
C -10.666 -0.597 -0.291 0.02 0.06 -0.30 -0.2058
C 3.467 -5.375 -4.493 -0.05 -0.28 0.23 -0.1744
C -4.668 1.725 -0.972 0.13 0.13 0.17 -0.2095
H -10.666 2.478 0.425 0.08 -0.06 -0.05 0.1172
C 1.486 5.640 -0.482 -0.01 0.15 0.24 -0.2073
H -9.978 -1.444 -0.269 0.06 0.08 -0.03 0.1142
H -5.277 -0.748 0.899 0.12 0.05 -0.02 0.1179
C -1.054 2.053 3.396 0.78 -1.44 -0.65 -0.0667
H 2.426 1.471 -1.866 0.11 -0.02 -0.02 0.1054
C -11.678 -0.636 0.839 0.07 -0.26 0.23 -0.1756
C -0.175 0.040 -1.957 -0.20 -0.24 0.06 -0.1942
H -5.179 -1.190 -0.818 -0.06 -0.04 0.04 0.1174
C 6.245 -4.602 2.547 0.15 0.12 -0.31 -0.1679
H 1.888 -0.663 4.444 -0.23 -0.12 -1.10 0.1315
H 0.881 -1.949 3.699 0.79 0.86 -0.16 0.1400
C 3.331 -0.231 2.178 1.41 -0.93 -0.02 -0.2758
H 0.373 1.143 4.910 -0.51 0.04 -1.10 0.1085
C 3.298 -4.023 -3.824 0.09 0.28 -0.04 -0.2144
H 3.942 7.614 -0.661 -0.11 0.03 0.03 0.1198
H 6.371 -5.599 4.447 0.06 0.03 -0.01 0.1201
N 2.987 0.838 1.530 -0.53 -0.23 -0.05 0.2183
C -0.249 -0.125 1.614 -0.42 1.74 2.04 -0.0451
H 7.953 -5.097 3.833 -0.05 0.05 0.01 0.1198
H -2.330 2.703 1.676 0.74 -0.80 0.54 0.1061
H 2.566 -6.019 -6.390 -0.01 0.05 0.03 0.1169
H 7.492 -2.773 4.321 0.04 -0.05 0.05 0.1208
H 3.633 -4.612 -6.496 -0.05 -0.04 -0.01 0.1175
H -6.697 2.316 -1.538 0.03 -0.04 0.02 0.1179
H -11.220 -1.063 1.737 -0.04 -0.02 -0.05 0.1156
C 6.689 -3.474 4.569 0.26 0.26 0.13 -0.1883
C 6.902 -4.817 3.896 -0.08 -0.26 0.23 -0.1667
C 2.890 -5.116 -5.872 0.17 0.10 -0.29 -0.1716
C 1.745 -4.170 -5.560 -0.31 -0.01 0.04 -0.1983
H 2.349 3.830 -1.360 -0.04 0.01 -0.02 0.0828
O -9.930 0.626 -0.146 -0.23 -0.08 0.15 -0.1597
H 4.768 -3.058 2.093 -0.07 -0.02 0.05 0.0860
C 3.190 7.052 -1.219 -0.11 0.27 -0.09 -0.1960
H 6.926 -4.059 1.885 -0.04 -0.05 -0.01 0.1173
H 4.210 5.240 -0.658 0.03 0.03 -0.04 0.1061
H 2.866 -6.127 -3.974 0.06 0.03 0.00 0.1166
O -4.194 0.541 -0.314 -0.11 0.09 -0.10 -0.1706
H -0.078 -0.539 -4.063 0.03 -0.01 0.07 0.1218
H 0.096 -0.985 0.998 -0.53 0.91 0.31 0.1012
H -3.990 1.987 -1.788 0.06 -0.05 0.06 0.1129
H -0.490 -0.982 -1.721 -0.08 0.02 -0.05 0.1279
O 5.460 -2.937 4.047 0.00 -0.12 -0.27 -0.1741
H -7.384 -0.192 -0.755 0.02 0.07 0.05 0.1067
C -0.070 1.090 3.885 -0.99 -0.33 -2.82 -0.0353
N 2.443 -1.318 2.445 0.57 1.18 0.33 0.0401
C 2.122 0.424 -1.754 0.00 0.28 -0.03 -0.2038
C 1.425 -0.985 3.473 -1.99 -0.59 -0.10 -0.1428
H -4.665 2.541 -0.240 -0.03 0.07 -0.07 0.1142
H 0.413 5.645 -0.685 0.03 0.08 0.06 0.1195
F 4.799 1.502 0.245 -0.66 0.36 1.12 -0.0036
C -6.560 0.434 -0.415 -0.11 0.00 0.29 -0.1733
H 3.235 2.733 0.632 0.36 -1.11 0.45 0.1471
H 2.973 7.589 -2.148 0.10 -0.01 -0.02 0.1213
H -6.038 0.942 -2.437 0.00 0.06 0.02 0.1180
C 4.507 2.720 2.412 0.34 -0.51 -0.43 -0.0068
H 5.171 -0.963 1.934 0.13 0.22 0.40 0.1137
H 5.619 2.551 2.377 -1.21 0.11 0.23 0.1014
H 3.173 -4.103 -2.742 -0.08 0.06 -0.02 0.1122
H -1.369 2.873 4.080 0.19 -0.68 -0.78 0.1034
C 5.062 -3.721 2.909 -0.18 -0.15 0.22 -0.2160
H 4.631 -0.852 3.529 0.52 -0.42 -0.67 0.1005
H 4.066 2.323 3.358 0.54 0.39 -0.71 0.0852
H 5.950 -5.525 2.050 -0.02 0.05 0.03 0.1185
C 3.862 1.977 1.185 0.30 1.35 -0.49 -0.2954
C -1.236 0.858 1.149 1.56 -0.38 2.22 -0.0397
C 1.870 -0.225 -3.102 0.22 -0.37 0.04 -0.1562
C 3.615 5.621 -1.495 0.27 -0.11 0.13 -0.1730
H -12.362 1.067 2.045 0.04 0.00 -0.04 0.1147
H 6.621 -3.555 5.655 -0.10 0.09 -0.05 0.1217
H 1.817 5.052 -2.527 0.00 -0.07 0.05 0.1207
H 4.153 -3.369 -4.029 0.06 -0.06 0.06 0.1176
C -1.602 1.941 2.052 0.78 -1.02 0.09 -0.0578
C -6.075 1.424 -1.456 -0.01 -0.01 -0.33 -0.1658
H 4.305 3.818 2.339 0.13 -1.02 0.00 0.0876
C 0.331 0.016 2.959 -0.63 1.27 0.28 -0.2115
H 4.503 -5.716 -4.507 -0.04 0.04 0.01 0.1155
H 2.003 0.895 1.205 0.42 -0.15 0.10 0.1531
C 0.416 0.124 -3.352 -0.09 0.31 -0.14 -0.1499
H -11.163 -0.576 -1.267 -0.02 -0.10 0.02 0.1187
H -12.676 1.193 0.309 0.02 0.01 0.06 0.1166
C -5.298 -0.355 -0.119 0.10 -0.23 -0.11 -0.1964
O 2.133 -3.418 -4.400 0.14 -0.20 -0.02 -0.1648